Entry 1:
Molecular formula: C5H3BrO3
Method: DFT, ωB97M-V/def2-TZVPD

Geometry as XYZ:
```
12
Properties=species:S:1:pos:R:3:nbo_charge:R:1
C 0.965 0.960 -0.512 -0.387
C -0.457 0.714 -0.673 0.125
C -1.320 -2.081 1.548 0.244
C 1.625 0.392 0.503 0.225
C -0.710 -0.906 0.923 0.543
O -2.468 -2.473 1.424 -0.510
O -1.141 -0.196 -0.016 -0.379
O 0.765 -0.610 1.261 -0.594
Br 3.441 0.260 1.081 0.142
H 1.535 1.683 -1.208 0.258
H -1.001 1.370 -1.222 0.189
H -0.647 -2.574 2.218 0.143
```

Its LUMO energy (spin up / spin down) is -0.812 / -0.750 eV. For the HOMO energy (spin up / spin down), the calculation gives -7.96 / -8.07 eV. Its charge is 0. As for the multiplicity: 1.



Entry 2:
Molecular formula: C54H73BN3O3PdSiTe
Method: DFT, ωB97M-V/def2-TZVPD

Geometry as XYZ:
```
137
Properties=species:S:1:pos:R:3:lowdin_spin:R:1
Pd 0.622 -0.601 0.182 0.688
C -0.605 -1.641 1.650 0.427
Si -0.923 -3.116 0.531 0.151
C -1.672 -2.297 -1.021 0.019
N -0.730 -1.376 -1.693 0.018
C 0.331 -2.111 -2.408 0.005
C -0.172 -2.892 -3.621 0.002
C -1.104 -2.024 -4.484 0.001
C -1.008 -0.560 -4.064 0.001
C -1.415 -0.420 -2.601 0.004
C 0.546 -4.093 0.236 0.242
C 1.858 -3.677 0.672 0.141
C 2.989 -4.392 0.373 0.059
C 2.932 -5.570 -0.401 0.257
C 1.658 -5.987 -0.866 0.071
C 0.519 -5.299 -0.566 0.115
C -2.362 -4.111 1.258 0.039
C -2.173 -5.419 1.703 0.011
C -3.216 -6.139 2.268 0.002
C -4.466 -5.556 2.417 0.005
C -4.672 -4.248 1.999 0.001
C -3.627 -3.539 1.427 0.008
H -0.080 -1.779 2.592 0.025
H -1.419 -0.925 1.740 0.025
H -2.539 -1.705 -0.713 0.002
H -2.052 -3.063 -1.710 0.000
H 0.826 -2.790 -1.707 0.004
H 1.057 -1.361 -2.736 0.001
H -0.669 -3.808 -3.297 0.001
H 0.701 -3.207 -4.195 0.000
H -2.142 -2.347 -4.357 0.000
H -0.868 -2.136 -5.544 0.000
H -1.683 0.055 -4.664 0.000
H 0.000 -0.173 -4.226 0.001
H -2.492 -0.606 -2.533 0.001
H -1.241 0.603 -2.251 0.001
H 1.952 -2.791 1.296 0.013
H 3.945 -4.059 0.762 -0.001
H 3.822 -6.139 -0.620 0.024
H 1.584 -6.883 -1.472 0.000
H -0.426 -5.656 -0.959 0.006
H -1.195 -5.873 1.603 0.004
H -3.052 -7.157 2.596 0.000
H -5.277 -6.117 2.861 0.000
H -5.642 -3.784 2.121 0.000
H -3.803 -2.520 1.105 0.000
C -0.744 2.608 2.602 0.000
N -1.771 1.854 1.909 0.003
C -2.663 1.220 2.859 0.000
C -2.517 2.693 0.997 0.000
C -1.849 3.132 -0.294 0.004
C -2.529 4.122 -1.005 0.000
C -2.102 4.588 -2.236 0.002
C -0.949 4.052 -2.790 0.002
C -0.247 3.069 -2.111 0.017
C -0.690 2.621 -0.874 0.015
H -1.177 3.306 3.339 0.000
H -0.170 3.194 1.884 0.000
H -0.061 1.930 3.115 0.000
H -3.207 1.952 3.481 0.000
H -2.088 0.576 3.524 0.000
H -3.395 0.604 2.336 0.000
H -2.851 3.618 1.504 0.000
H -3.432 2.160 0.719 0.000
H -3.426 4.538 -0.562 0.000
H -2.663 5.351 -2.755 0.000
H -0.595 4.386 -3.756 0.000
H 0.639 2.626 -2.542 0.008
C 3.631 1.786 3.583 0.001
C 3.266 0.323 3.375 0.003
C 3.107 -0.361 4.723 0.000
O 1.969 0.297 2.722 0.016
B 2.118 -0.167 1.446 0.064
O 3.413 -0.493 1.140 0.028
C 4.205 -0.440 2.364 0.005
C 4.497 -1.880 2.767 0.002
C 5.502 0.282 2.035 0.001
H 2.826 2.266 4.138 0.000
H 3.753 2.314 2.641 0.000
H 4.551 1.885 4.159 0.000
H 2.423 0.224 5.337 0.000
H 4.062 -0.423 5.243 0.000
H 2.697 -1.361 4.618 0.000
H 3.583 -2.450 2.927 0.001
H 5.103 -1.918 3.672 0.000
H 5.047 -2.365 1.965 0.000
H 5.318 1.248 1.569 0.000
H 6.082 -0.322 1.338 0.000
H 6.101 0.437 2.932 0.000
C 2.207 2.368 0.251 0.046
C 1.349 1.326 -0.426 0.265
O -0.016 1.643 -0.175 0.115
N 1.638 0.935 -1.740 0.971
Te 3.601 0.229 -2.145 0.571
C 5.661 -0.526 -2.602 0.246
C 6.107 -1.702 -2.006 0.024
C 5.288 -2.527 -1.057 0.019
C 7.380 -2.160 -2.350 0.009
C 8.189 -1.479 -3.244 -0.001
C 9.561 -1.984 -3.595 0.000
C 7.710 -0.298 -3.802 0.012
C 6.452 0.201 -3.496 0.033
C 6.006 1.482 -4.143 0.017
C 2.931 0.001 -4.123 0.012
C 2.850 -1.302 -4.639 0.009
C 3.377 -2.510 -3.913 0.015
C 2.263 -1.482 -5.886 -0.001
C 1.766 -0.417 -6.623 0.006
C 1.088 -0.636 -7.946 0.001
C 1.898 0.863 -6.102 -0.001
C 2.474 1.101 -4.859 0.008
C 2.604 2.537 -4.431 0.008
H 1.956 2.443 1.306 0.002
H 2.005 3.333 -0.229 0.009
H 3.268 2.145 0.137 0.005
H 4.527 -1.950 -0.532 0.013
H 5.935 -2.990 -0.310 0.000
H 4.771 -3.337 -1.577 0.002
H 7.738 -3.080 -1.901 0.001
H 9.760 -2.943 -3.123 0.000
H 10.328 -1.280 -3.269 0.000
H 9.667 -2.106 -4.673 0.000
H 8.338 0.259 -4.490 0.002
H 6.868 2.060 -4.473 0.001
H 5.429 2.104 -3.456 0.012
H 5.378 1.281 -5.013 0.000
H 3.031 -2.557 -2.877 0.009
H 4.468 -2.504 -3.898 0.001
H 3.051 -3.424 -4.407 0.001
H 2.184 -2.488 -6.282 0.000
H 1.154 -1.677 -8.257 0.000
H 1.535 -0.016 -8.723 0.000
H 0.031 -0.370 -7.883 0.000
H 1.538 1.709 -6.675 0.000
H 1.646 3.051 -4.520 0.000
H 3.313 3.052 -5.083 0.001
H 2.946 2.650 -3.402 0.007
```

Its LUMO energy (spin up / spin down) is 0.187 / -2.720 eV. For the HOMO energy (spin up / spin down), the calculation gives -2.95 / -6.86 eV. Its charge is 0. As for the multiplicity: 6.



Entry 3:
Molecular formula: C29H68N4O12Sr2
Method: DFT, ωB97M-V/def2-TZVPD

Geometry as XYZ:
```
115
Properties=species:S:1:pos:R:3:mulliken_charge:R:1
Sr -8.510 15.372 -4.785 1.464
Sr -9.735 3.626 4.601 1.489
C -9.802 10.278 0.846 -0.608
C -9.721 8.772 1.212 0.459
C -9.182 7.781 0.016 0.614
O -9.086 6.617 0.330 -0.643
C -8.830 8.403 -1.273 -0.610
C -8.937 9.775 -1.429 0.502
C -9.460 10.741 -0.353 0.388
O -9.674 12.049 -0.583 -0.734
O -8.283 10.130 -2.521 -0.676
O -9.939 8.295 2.322 -0.671
H -10.123 10.958 1.621 0.436
H -8.367 7.685 -1.934 0.421
C -14.513 11.688 5.189 -0.520
O -13.521 10.962 5.765 -0.492
H -15.378 11.070 4.949 0.244
H -14.892 12.442 5.878 0.225
H -14.241 12.275 4.312 0.243
H -13.069 10.350 5.179 0.300
C -11.210 3.086 -4.349 -0.907
C -9.901 2.283 -4.263 -0.174
O -9.752 1.922 -2.913 -0.544
H -11.607 3.524 -3.433 0.280
H -12.002 2.632 -4.945 0.292
H -11.019 3.944 -4.994 0.304
H -8.976 2.803 -4.515 0.249
H -10.003 1.353 -4.823 0.212
H -9.376 2.618 -2.369 0.290
C -4.836 10.957 4.239 -0.917
C -4.624 12.414 3.893 -0.189
O -3.511 12.873 4.681 -0.545
H -3.911 10.405 4.405 0.292
H -5.480 10.571 3.449 0.276
H -5.272 10.764 5.219 0.282
H -5.548 12.835 4.291 0.196
H -4.621 12.651 2.829 0.299
H -3.774 13.374 5.457 0.308
C -4.148 6.628 -8.532 -1.062
C -4.804 6.995 -7.296 -0.136
O -6.242 7.052 -7.513 -0.518
H -4.461 5.665 -8.936 0.289
H -3.064 6.558 -8.449 0.343
H -4.242 7.453 -9.238 0.273
H -4.542 8.015 -7.017 0.269
H -4.642 6.307 -6.466 0.240
H -6.482 7.751 -6.900 0.302
C -15.120 1.472 0.898 -1.254
C -14.169 2.267 1.890 -0.024
C -14.896 2.772 3.169 -0.893
O -14.142 3.652 3.988 -0.222
C -14.924 4.056 5.100 -0.747
N -12.897 1.617 2.265 -0.556
H -15.368 0.489 1.299 0.365
H -14.598 1.280 -0.039 0.379
H -16.038 1.932 0.533 0.392
H -13.746 3.234 1.614 0.287
H -15.213 1.946 3.805 0.434
H -15.839 3.187 2.813 0.429
H -15.328 3.220 5.671 0.308
H -15.667 4.690 4.614 0.320
H -14.324 4.640 5.798 0.241
H -12.568 1.344 1.350 0.299
H -13.251 0.759 2.664 0.276
C -2.218 15.164 -2.837 -1.428
C -3.717 15.677 -2.709 0.211
C -3.964 17.099 -2.293 -0.628
O -5.373 17.223 -2.025 -0.286
C -5.619 18.559 -1.511 -0.794
N -4.234 15.476 -4.081 -0.674
H -1.611 15.734 -3.539 0.425
H -2.118 14.171 -3.277 0.411
H -1.671 15.358 -1.914 0.345
H -4.335 15.002 -2.116 0.255
H -3.706 17.815 -3.073 0.326
H -3.406 17.440 -1.421 0.428
H -6.683 18.709 -1.327 0.257
H -5.376 19.226 -2.338 0.355
H -5.034 18.902 -0.658 0.298
H -3.991 14.543 -4.381 0.259
H -3.570 15.952 -4.674 0.275
C -4.093 4.215 4.214 -1.411
C -4.515 3.245 5.319 0.407
C -5.008 3.782 6.644 -0.873
O -6.143 4.624 6.559 -0.249
C -6.096 5.522 7.724 -0.785
N -5.569 2.410 4.758 -0.597
H -3.460 4.949 4.712 0.350
H -4.936 4.606 3.645 0.322
H -3.337 3.849 3.519 0.419
H -3.656 2.627 5.579 0.286
H -4.151 4.172 7.194 0.415
H -5.241 2.904 7.247 0.367
H -5.192 6.130 7.739 0.323
H -6.308 4.913 8.603 0.345
H -6.984 6.141 7.593 0.245
H -5.173 1.982 3.933 0.268
H -5.768 1.631 5.369 0.227
C -11.043 13.178 -10.464 -1.338
C -10.941 13.654 -8.961 0.165
C -11.801 12.753 -8.067 -0.771
O -11.855 13.192 -6.722 -0.304
C -12.737 12.367 -5.951 -0.798
N -9.582 13.396 -8.602 -0.595
H -12.002 13.576 -10.794 0.367
H -11.047 12.090 -10.531 0.334
H -10.212 13.564 -11.055 0.420
H -11.323 14.675 -8.965 0.323
H -11.417 11.733 -8.067 0.331
H -12.788 12.787 -8.528 0.409
H -13.152 13.028 -5.189 0.252
H -12.191 11.500 -5.580 0.342
H -13.494 11.854 -6.544 0.344
H -9.316 12.426 -8.692 0.288
H -9.050 13.924 -9.279 0.273
```

Its LUMO energy is -7.221 eV. For the HOMO energy, the calculation gives -8.72 eV. Its charge is +2. As for the multiplicity: 1.



Entry 4:
Molecular formula: C34H50AsN3O2P2Pd
Method: DFT, ωB97M-V/def2-TZVPD

Geometry as XYZ:
```
93
Properties=species:S:1:pos:R:3:mulliken_charge:R:1
Pd 1.781 1.267 0.040 -0.823
C 3.787 -1.257 -3.488 -1.864
C 3.282 -0.518 -2.285 0.414
N 2.563 0.535 -2.377 0.707
O 2.304 0.906 -3.695 -0.729
C 3.555 -1.048 -0.943 0.143
C 4.503 -2.187 -0.738 -2.215
N 2.876 -0.569 0.062 1.302
O 3.015 -1.048 1.238 -0.877
H 3.079 -1.162 -4.308 0.483
H 3.948 -2.308 -3.260 0.423
H 4.737 -0.834 -3.826 0.351
H 1.511 1.454 -3.595 0.366
H 5.382 -2.094 -1.377 0.474
H 4.038 -3.155 -0.953 0.345
H 4.804 -2.206 0.309 0.420
C 5.186 1.161 1.001 -1.464
P 3.759 2.184 0.566 1.176
C 4.381 3.273 -0.752 -1.570
C 3.507 3.293 2.001 -0.941
C 2.263 4.127 1.706 -0.875
P 0.907 3.007 1.151 1.121
C -0.351 4.191 0.592 -1.359
C 0.272 2.316 2.706 -1.335
H 5.980 1.788 1.410 0.497
H 5.553 0.647 0.114 0.336
H 4.863 0.411 1.724 0.367
H 5.247 3.844 -0.413 0.451
H 3.598 3.954 -1.084 0.384
H 4.665 2.656 -1.606 0.352
H 4.389 3.906 2.194 0.548
H 3.349 2.650 2.871 0.360
H 2.468 4.818 0.884 0.354
H 1.938 4.727 2.558 0.571
H -0.711 4.759 1.453 0.450
H -1.187 3.688 0.113 0.219
H 0.093 4.876 -0.130 0.410
H 0.134 3.098 3.456 0.553
H 0.966 1.559 3.072 0.311
H -0.681 1.820 2.526 0.015
C -2.893 -5.711 -2.899 -1.649
C -2.412 -4.538 -2.093 0.517
C -3.288 -3.765 -1.351 -0.926
C -2.875 -2.654 -0.615 1.497
C -3.967 -1.896 0.096 -1.186
C -1.512 -2.306 -0.601 0.204
As -0.573 -0.963 0.543 0.401
N -0.145 0.550 -0.442 1.805
C -0.748 1.051 -1.572 1.306
C -0.201 2.177 -2.237 -1.968
C -0.803 2.735 -3.356 -0.487
C -1.968 2.202 -3.885 -0.994
C -2.522 1.097 -3.250 -0.798
C -1.939 0.539 -2.127 -0.512
C -1.972 -0.526 1.883 0.649
C -2.790 0.605 1.978 0.619
C -2.904 1.610 0.868 0.035
C -3.585 0.795 3.108 -0.985
C -3.619 -0.120 4.146 0.491
C -4.499 0.086 5.347 -1.659
C -2.817 -1.249 4.036 -1.049
C -1.991 -1.462 2.939 0.579
C -1.169 -2.726 2.911 -1.768
C -0.618 -3.078 -1.368 -0.059
C 0.837 -2.722 -1.473 -1.135
C -1.075 -4.169 -2.095 -1.129
H -3.903 -6.002 -2.610 0.374
H -2.239 -6.575 -2.769 0.376
H -2.907 -5.471 -3.965 0.307
H -4.343 -4.020 -1.348 0.359
H -4.936 -2.185 -0.310 0.484
H -3.862 -0.818 -0.018 -0.089
H -3.975 -2.103 1.167 0.283
H 0.716 2.615 -1.864 1.035
H -0.341 3.601 -3.820 0.457
H -2.431 2.631 -4.764 0.375
H -3.432 0.651 -3.636 0.465
H -2.401 -0.322 -1.675 0.552
H -1.946 1.770 0.385 -1.407
H -3.301 2.557 1.239 0.492
H -3.580 1.257 0.083 0.412
H -4.208 1.684 3.162 0.311
H -4.986 1.061 5.317 0.366
H -3.924 0.024 6.273 0.366
H -5.279 -0.677 5.397 0.322
H -2.825 -1.986 4.833 0.386
H -1.304 -3.282 3.839 0.433
H -0.105 -2.514 2.788 0.309
H -1.462 -3.379 2.085 0.251
H 1.328 -2.685 -0.498 0.376
H 0.949 -1.733 -1.921 0.002
H 1.360 -3.443 -2.103 0.372
H -0.364 -4.745 -2.679 0.383
```

Its LUMO energy is 0.398 eV. For the HOMO energy, the calculation gives -6.71 eV. Its charge is 0. As for the multiplicity: 1.



Entry 5:
Molecular formula: C10H19AuNSi
Method: DFT, ωB97M-V/def2-TZVPD

Geometry as XYZ:
```
32
Properties=species:S:1:pos:R:3:lowdin_spin:R:1
C -0.386 1.098 -2.887 0.066
C 1.022 1.230 -2.651 0.095
C 1.206 2.015 -1.457 0.039
C -0.110 2.382 -0.971 0.078
C -1.084 1.820 -1.875 0.063
Au 0.183 0.069 -0.634 0.576
N -1.131 -1.535 -0.584 0.297
C -0.347 -2.522 -1.263 0.045
C 0.975 -1.780 -1.385 0.309
H 2.152 2.344 -1.038 0.000
H 1.818 0.801 -3.255 0.005
H -0.311 3.037 -0.130 0.002
H -2.168 1.928 -1.783 0.003
H -0.843 0.538 -3.713 0.004
H 1.324 -1.662 -2.415 0.025
H -0.239 -3.365 -0.530 0.009
H -2.144 -1.538 -0.794 0.026
H 1.761 -2.069 -0.664 0.020
H -0.708 -2.852 -2.291 0.007
C 0.958 1.445 2.343 0.054
Si -0.051 0.001 1.688 0.185
C 0.662 -1.618 2.299 0.027
C -1.843 0.186 2.214 0.034
H 2.004 1.368 2.023 0.001
H 0.937 1.418 3.435 0.013
H 0.569 2.411 2.008 0.000
H 0.630 -1.615 3.390 0.007
H 0.082 -2.473 1.932 0.000
H 1.706 -1.731 1.987 0.001
H -1.894 0.194 3.307 0.008
H -2.278 1.124 1.852 0.001
H -2.451 -0.645 1.844 0.001
```

Its LUMO energy (spin up / spin down) is 3.775 / 3.620 eV. For the HOMO energy (spin up / spin down), the calculation gives -0.91 / -3.24 eV. Its charge is -1. As for the multiplicity: 3.



Maximum force / Eh/bohr: 0.1070, 0.0105, 0.1174, 0.0059, 0.0592
Energy / Ha: -2991.8747, -3201.4833, -2328.0074, -4686.6273, -872.2281